Molecular formula: CH2NO3S
Method: DFT, wB97M-V/def2-TZVPD

The value obtained for the total energy is -19534.4302 eV. The energy above the lowest of the compared OMol25 structures with the same formula, charge and spin is 103.1 kcal/mol. As for the net charge: -1. As for the orbital gap (spin up / spin down): 5.21 / 8.31 eV. The calculation puts the lowest unoccupied orbital energy (spin up / spin down) at 2.80 / 3.81 eV.

Structure (XYZ):
```
8
CH2NO3S | the Open Molecules 2025 dataset | wB97M-V/def2-TZVPD
C -1.21659 0.34565 -0.30767
N -2.23479 -0.13994 0.13838
O 2.45704 0.38852 -1.05777
O 2.61497 -0.26386 1.35905
O -2.50042 -1.15089 0.87116
S 1.98482 -0.48288 0.03410
H -1.19959 1.18215 -0.93048
H 0.09456 0.12126 -0.10678
```